No. 1
DFT (ωB97M-V with the def2-TZVPD basis set) results for a structure of composition C6H10Cl2N2S2W.

As for the frontier orbital gap (alpha / beta): 6.7 / 6.0 eV. Its spin multiplicity is 4. The net charge is +3. For the HOMO energy (alpha / beta), the calculation gives -19.4 / -19.4 eV. Its LUMO energy (alpha / beta) is -12.73 / -13.40 eV.

Element x y z (Å)
W  -0.338  -2.480  -0.335
Cl  -1.666  -4.465  0.199
C  -0.167  -5.449  0.525
Cl  1.205  -4.283  0.221
H  -0.108  -6.262  -0.194
H  -0.156  -5.749  1.569
C  1.130  1.366  -1.344
N  0.391  1.834  -0.177
C  0.357  3.295  0.156
C  -0.544  3.359  1.408
N  -0.767  1.914  1.696
C  -0.240  1.173  0.750
S  -0.449  -0.592  0.939
H  2.156  1.725  -1.287
H  0.660  1.752  -2.247
H  1.138  0.280  -1.364
H  -0.048  3.843  -0.691
H  1.377  3.625  0.344
H  -1.500  3.839  1.217
H  -0.059  3.833  2.255
H  -1.287  1.561  2.485
S  -0.597  -1.977  -3.800
C  -0.488  -2.143  -2.324

Atoms 1-3, force components in eV/Å:
W -0.0727 1.1074 0.4238
Cl -0.0349 -0.5672 0.0145
C -0.0276 0.1929 -0.0723



No. 2
DFT (ωB97M-V with the def2-TZVPD basis set) results for the molecule C6H10ClN.

As for the frontier orbital gap: 10.0 eV. For the relative energy (zero: lowest compared OMol25 entry of this formula, charge and spin), the calculation gives 186.2 kJ/mol. Its spin multiplicity is 1. As for the SMILES: Cl[C@]12C[C@H]1CCCN2. For the HOMO energy, the calculation gives -8.9 eV. Its LUMO energy is 1.04 eV.

Element x y z (Å)
C  -1.208  0.560  0.094
C  -0.738  -0.879  -0.571
C  1.257  -1.344  0.973
C  -0.104  1.550  -0.334
C  0.768  -1.108  -0.391
C  1.701  0.063  0.361
N  1.057  1.290  0.416
Cl  3.328  0.063  -0.304
H  -2.123  0.696  -0.363
H  -1.259  0.409  1.115
H  -1.433  -1.788  -0.314
H  -0.912  -0.623  -1.609
H  0.547  -1.394  1.839
H  2.023  -2.035  1.234
H  0.073  1.584  -1.485
H  -0.418  2.489  -0.007
H  1.292  -1.590  -1.178
H  0.980  1.625  1.376

Atoms 1-3, force components in eV/Å:
C 2.9127 -2.9520 -2.9993
C -0.6907 0.9943 0.5689
C -0.2302 1.6234 1.6796



No. 3
DFT (ωB97M-V with the def2-TZVPD basis set) results for a structure of composition C6H10CuNaO3.

As for the frontier orbital gap: 3.6 eV. For the relative energy (zero: lowest compared OMol25 entry of this formula, charge and spin), the calculation gives 0.0 kJ/mol. Its spin multiplicity is 1. For the HOMO energy, the calculation gives -6.5 eV. Its LUMO energy is -2.87 eV.

Element x y z (Å)
C  1.268  0.537  2.882
C  1.420  1.002  1.614
C  0.944  0.253  0.393
C  1.714  0.756  -0.779
O  1.247  1.394  -1.713
O  1.539  1.171  3.983
Cu  1.748  1.205  6.444
Na  -0.978  1.608  -2.139
H  0.805  -0.466  2.988
H  1.777  2.023  1.447
H  1.038  -0.868  0.451
H  2.813  0.595  -0.744
C  -1.481  -1.413  -2.493
C  -2.321  -0.995  -1.280
O  -2.364  0.362  -1.072
H  -1.465  -2.507  -2.625
H  -1.895  -0.972  -3.415
H  -0.434  -1.083  -2.377
H  -1.896  -1.537  -0.397
H  -3.338  -1.439  -1.421
H  -0.143  0.373  0.253

Atoms 1-3, force components in eV/Å:
C -0.3253 -0.6722 -0.3560
C 0.3193 0.0666 0.6091
C -0.9166 -0.8938 0.1187



No. 4
DFT (ωB97M-V with the def2-TZVPD basis set) results for a structure of composition C6H10F3NO.

As for the frontier orbital gap (alpha / beta): 9.0 / 8.3 eV. For the relative energy (zero: lowest compared OMol25 entry of this formula, charge and spin), the calculation gives 511.7 kJ/mol. Its spin multiplicity is 1. For the HOMO energy (alpha / beta), the calculation gives -8.8 / -8.1 eV. Its LUMO energy (alpha / beta) is 0.21 / 0.23 eV.

Element x y z (Å)
C  2.377  0.665  0.808
C  1.065  1.538  0.728
C  1.387  -0.314  1.470
C  -0.359  -1.339  -1.525
C  -1.313  -0.290  -1.050
C  -2.519  -0.473  -0.271
N  0.441  0.698  1.735
O  -0.917  0.980  -1.272
F  -2.281  -1.313  0.698
F  -3.565  -1.042  -1.029
F  -3.082  0.622  0.270
H  2.851  0.174  -0.112
H  3.252  1.240  1.338
H  1.081  2.637  0.994
H  0.418  1.412  -0.207
H  0.881  -1.094  0.823
H  1.741  -0.777  2.400
H  -0.623  -2.404  -1.492
H  0.156  -1.227  -2.487
H  0.463  -1.431  -0.695
H  -1.453  1.738  -1.125

Atoms 1-3, force components in eV/Å:
C 1.1898 0.1875 -1.7840
C -0.3347 0.9501 -0.4709
C 1.1197 -1.0848 1.4862



No. 5
DFT (ωB97M-V with the def2-TZVPD basis set) results for the molecule C6H10F5NO3.

As for the frontier orbital gap: 11.4 eV. For the relative energy (zero: lowest compared OMol25 entry of this formula, charge and spin), the calculation gives 253.8 kJ/mol. Its spin multiplicity is 1. As for the SMILES: CCO[C@H](OF)[C@](F)(NCF)OC(F)F. For the HOMO energy, the calculation gives -10.5 eV. Its LUMO energy is 0.89 eV.

Element x y z (Å)
C  3.400  -1.203  0.974
C  2.435  -0.717  -0.179
C  -2.971  1.352  0.902
C  0.563  0.640  -0.511
C  -1.743  -1.545  -1.064
C  -1.096  0.574  -0.239
N  -1.523  1.470  0.729
O  1.171  -0.212  0.386
O  0.718  1.998  -0.172
O  -1.502  -0.716  0.001
F  -3.273  0.551  1.974
F  -0.569  -2.029  -1.567
F  -2.423  -2.575  -0.618
F  -1.604  1.103  -1.408
F  1.969  2.447  -0.652
H  3.631  -2.170  0.694
H  4.126  -0.451  1.187
H  2.733  -1.237  1.839
H  1.977  -1.582  -0.741
H  3.018  -0.026  -0.784
H  -3.325  0.761  0.082
H  -3.310  2.374  1.141
H  0.744  0.470  -1.647
H  -2.129  -0.973  -1.997
H  -1.017  1.696  1.668

Atoms 1-3, force components in eV/Å:
C -3.7195 2.0878 -0.4412
C -0.4846 -1.9593 0.9586
C 1.7996 0.6722 0.9120



No. 6
DFT (ωB97M-V with the def2-TZVPD basis set) results for a cluster of 2 separate species, C6H10F7N4O2P in total.

As for the frontier orbital gap: 10.4 eV. Its spin multiplicity is 1. For the HOMO energy, the calculation gives -11.2 eV. Its LUMO energy is -0.81 eV.

Element x y z (Å)
N  -0.031  -1.082  0.876
C  -0.267  0.162  0.533
N  -1.295  0.830  1.131
C  -1.537  2.197  0.630
C  -1.335  2.382  -0.880
C  -0.326  1.398  -1.477
C  -0.956  0.368  -2.412
O  -1.791  0.691  -3.210
N  -0.418  -0.959  -2.323
C  -0.780  -1.744  -3.450
O  -0.244  -1.744  -4.492
F  -1.809  -2.544  -3.158
N  0.490  0.803  -0.390
H  0.816  -1.570  0.598
H  -0.649  -1.587  1.492
H  -2.134  0.267  1.017
H  -0.848  2.851  1.153
H  -2.555  2.450  0.898
H  -0.930  3.383  -1.004
H  -2.263  2.381  -1.443
H  0.336  1.974  -2.119
H  -0.827  -1.415  -1.507
H  1.205  0.173  -0.741
F  1.490  -0.148  2.851
P  2.612  -1.383  2.922
F  1.692  -1.749  4.237
F  2.198  -2.897  2.388
F  3.712  -0.175  2.906
F  2.634  -1.167  1.235
F  3.809  -2.145  3.739

Atoms 1-3, force components in eV/Å:
N -0.5304 -0.5120 -0.7919
C 0.3120 -0.0366 0.8151
N -0.5773 -0.2162 -1.7257



No. 7
DFT (ωB97M-V with the def2-TZVPD basis set) results for a cluster of 2 separate species, C6H10FN2 in total.

As for the frontier orbital gap: 9.2 eV. For the relative energy (zero: lowest compared OMol25 entry of this formula, charge and spin), the calculation gives 424.5 kJ/mol. Its spin multiplicity is 1. The net charge is +1. For the HOMO energy, the calculation gives -13.4 eV. Its LUMO energy is -4.23 eV.

Element x y z (Å)
C  1.762  -0.703  1.907
C  -1.230  -1.663  -1.263
C  0.981  -1.753  -0.173
C  0.207  2.446  0.522
C  -1.401  -0.589  -2.258
C  -0.259  2.561  1.727
N  -0.182  -2.029  -0.658
N  1.431  -0.945  0.713
F  0.431  1.245  -0.057
H  2.474  0.051  2.284
H  -2.188  -2.241  -1.183
H  1.674  -2.477  -0.697
H  -0.375  -0.041  -2.478
H  -1.649  -1.009  -3.279
H  -2.278  -0.054  -2.017
H  1.233  -1.357  2.518
H  -0.253  1.687  2.449
H  -0.536  3.575  2.039
H  0.158  3.296  -0.097

Atoms 1-3, force components in eV/Å:
C -0.3299 -0.1830 -1.6150
C -0.9732 -0.7636 -0.6975
C 1.2245 -2.3911 -1.8936



No. 8
DFT (ωB97M-V with the def2-TZVPD basis set) results for a structure of composition C6H10FNO5S.

As for the frontier orbital gap: 9.8 eV. For the relative energy (zero: lowest compared OMol25 entry of this formula, charge and spin), the calculation gives 252.4 kJ/mol. Its spin multiplicity is 1. For the HOMO energy, the calculation gives -9.3 eV. Its LUMO energy is 0.53 eV.

Element x y z (Å)
C  1.955  0.314  1.075
C  2.102  -0.196  -0.142
C  -0.024  -1.357  -0.416
C  -2.050  1.620  0.841
C  -1.998  -0.690  1.658
C  -0.828  -0.110  -0.260
N  -1.291  0.360  0.983
O  1.362  -1.271  -0.559
O  -0.409  -2.468  -0.318
O  1.106  0.291  -2.890
O  2.747  -1.558  -2.829
O  2.944  0.299  -1.122
F  3.470  0.540  -3.350
S  2.361  -0.258  -2.529
H  2.685  1.079  1.324
H  1.212  -0.145  1.845
H  -1.408  2.508  0.927
H  -2.793  1.733  -0.093
H  -2.647  1.691  1.838
H  -3.107  -0.640  1.360
H  -1.657  -1.664  1.573
H  -1.904  -0.413  2.773
H  -1.730  -0.347  -0.925
H  -0.098  0.680  -0.765

Atoms 1-3, force components in eV/Å:
C 0.0229 -0.7014 0.6882
C -1.6896 -0.0459 1.9223
C 0.7054 -0.5160 2.2306



no.,M (g mol⁻¹),DFT total energy (eV),F_max (eV Å⁻¹)
1,429.040,-57871.98485,1.2
2,131.606,-20394.54079,5.1
3,216.679,-61578.31813,2.4
4,169.146,-18068.91315,2.8
5,239.140,-27598.95715,4.3
6,334.132,-44754.88668,1.8
7,129.158,-12071.15935,4.2
8,227.213,-31660.87779,5.1